{"formula": "C4H8N2O", "method": "ωB97M-V/def2-TZVPD", "energy_ha": -341.8513, "homo_ev": -8.61, "e_lumo_ev": 0.0, "orbital_gap_ev": 8.607, "fmax_ha_per_bohr": 0.00614, "elements": ["O", "C", "N", "C", "C", "C", "N", "H", "H", "H", "H", "H", "H", "H", "H"], "positions_angstrom": [[2.8406, -0.3454, 0.1948], [1.6666, -0.0675, 0.0832], [0.7192, -1.2137, 0.2785], [-0.5553, -1.0645, -0.0560], [-1.2003, 0.1672, 0.4717], [-0.2017, 1.3722, 0.2858], [1.0364, 1.0235, -0.3909], [1.1785, -2.1027, 0.1112], [-0.3711, -0.3592, -1.6397], [-1.1318, -1.9413, -0.3396], [-1.3758, 0.0007, 1.5407], [-2.1666, 0.3330, -0.0110], [0.0181, 1.7979, 1.2704], [-0.6888, 2.1525, -0.3068], [0.2320, 0.2473, -1.4923]], "atomic_forces_ev_per_a": [[-0.2914, 0.0816, -0.0461], [-0.0263, 0.0357, -0.1119], [-0.1295, 0.0293, -0.1523], [0.1605, 0.1075, 0.1787], [-0.0234, -0.0718, -0.0938], [-0.1109, 0.0654, 0.0261], [0.1879, -0.2296, 0.1079], [-0.0547, 0.0912, 0.0216], [-0.0501, -0.0739, -0.0029], [0.0870, 0.1210, -0.0101], [0.0365, 0.0076, -0.1351], [0.1428, -0.0196, 0.0739], [-0.0359, -0.0557, -0.1477], [0.0569, -0.1187, 0.0858], [0.0507, 0.0303, 0.2058]], "nbo_charge": [-0.610, 0.736, -0.591, 0.181, -0.502, -0.234, -0.610, 0.418, -0.083, 0.229, 0.240, 0.230, 0.203, 0.208, 0.184]}


{"formula": "C3H3FeLiO3", "method": "ωB97M-V/def2-TZVPD", "energy_ha": -1612.1562, "homo_ev": [-16.29, -19.01], "spin_multiplicity": 7, "e_lumo_ev": [-9.4, -11.6], "orbital_gap_ev": [6.866, 7.445], "fmax_ha_per_bohr": 0.10293, "charge": 2, "elements": ["H", "C", "C", "O", "C", "O", "O", "H", "H", "Fe", "Li"], "positions_angstrom": [[1.6486, 0.6452, -0.3107], [0.1330, -0.8793, -1.3777], [0.0914, -0.1003, -0.1466], [-0.5594, -0.7366, 0.8926], [-1.0825, -0.0380, 1.9154], [-0.9530, 1.2051, 1.9322], [1.1055, -0.6731, -2.1789], [-0.8288, -1.2720, -1.7487], [-0.1628, 0.9630, -0.2459], [-2.0528, 0.5905, 3.4562], [2.6609, 0.2957, -2.1880]], "atomic_forces_ev_per_a": [[-2.7743, -2.0145, 1.4016], [2.4295, 2.1705, -3.7588], [2.9123, 2.7321, -0.0838], [-0.3559, -0.2713, 2.0981], [2.7399, 0.2201, -4.5232], [-0.2650, -0.9642, 0.4462], [-3.3826, -1.1963, 2.6013], [0.5382, -0.7928, 0.1452], [-0.7051, -0.5143, -0.4610], [-1.5770, 0.7241, 2.5273], [0.4400, -0.0935, -0.3929]], "nbo_charge": [0.050, 0.409, -0.053, -0.443, 0.410, -0.548, -0.613, 0.231, 0.279, 1.291, 0.985]}


{"formula": "C39H34BFeN7O6S", "method": "ωB97M-V/def2-TZVPD", "energy_ha": -4028.3331, "homo_ev": [-1.55, -2.09], "spin_multiplicity": 5, "e_lumo_ev": [4.3, 4.3], "orbital_gap_ev": [5.817, 6.357], "fmax_ha_per_bohr": 0.00574, "charge": -2, "elements": ["Fe", "C", "C", "C", "C", "C", "C", "C", "C", "N", "C", "O", "C", "C", "C", "C", "C", "N", "C", "O", "N", "C", "C", "C", "C", "C", "C", "C", "C", "H", "H", "H", "H", "H", "H", "H", "H", "H", "H", "H", "H", "H", "H", "H", "H", "H", "H", "H", "H", "H", "N", "C", "C", "C", "C", "C", "C", "S", "O", "O", "N", "C", "N", "C", "C", "C", "N", "H", "H", "H", "H", "H", "H", "H", "H", "H", "O", "B", "O", "C", "C", "C", "C", "C", "C", "H", "H", "H", "H"], "positions_angstrom": [[-0.4756, -0.7383, 0.0474], [0.9463, -2.3574, -3.6085], [-0.2277, -1.4787, -3.9336], [-1.0292, -1.7938, -5.0233], [-2.1221, -1.0131, -5.3645], [-2.4163, 0.1007, -4.5972], [-1.6384, 0.4453, -3.4964], [-2.0168, 1.6578, -2.6901], [-0.5334, -0.3456, -3.1564], [0.2097, -0.0723, -1.9854], [1.5047, 0.1765, -2.1415], [2.1408, 0.4387, -3.1776], [2.2876, 0.0969, -0.8450], [3.6319, 0.4307, -0.7729], [4.2748, 0.3023, 0.4488], [3.5721, -0.1317, 1.5608], [2.2260, -0.4364, 1.4070], [1.6315, -0.3445, 0.2229], [1.3567, -0.8174, 2.5881], [1.9164, -0.9341, 3.6940], [0.0650, -0.9018, 2.2930], [-0.7928, -1.0822, 3.4007], [-0.9614, -0.0489, 4.3402], [-0.2269, 1.2508, 4.1773], [-1.7972, -0.2428, 5.4325], [-2.4814, -1.4367, 5.6077], [-2.3436, -2.4361, 4.6587], [-1.5111, -2.2769, 3.5540], [-1.3953, -3.3722, 2.5365], [0.7994, -3.3607, -4.0125], [1.0974, -2.4389, -2.5306], [1.8629, -1.9286, -4.0206], [-0.7939, -2.6821, -5.6013], [-2.7454, -1.2812, -6.2102], [-3.2738, 0.7195, -4.8417], [-2.3457, 2.4630, -3.3517], [-1.1773, 2.0126, -2.0963], [-2.8474, 1.4268, -2.0176], [4.1277, 0.7704, -1.6713], [5.3277, 0.5501, 0.5360], [4.0160, -0.2349, 2.5406], [-0.2712, 1.5891, 3.1429], [0.8268, 1.1210, 4.4337], [-0.6574, 2.0225, 4.8197], [-1.9168, 0.5651, 6.1487], [-3.1347, -1.5791, 6.4617], [-2.8904, -3.3668, 4.7664], [-1.8117, -4.3039, 2.9263], [-0.3593, -3.5343, 2.2436], [-1.9454, -3.1051, 1.6313], [-6.5859, 2.3827, 5.2858], [-6.0023, 1.8003, 4.1380], [-6.4770, 2.1188, 2.8694], [-5.9189, 1.5271, 1.7476], [-4.8927, 0.6090, 1.8849], [-4.4117, 0.2835, 3.1455], [-4.9703, 0.8758, 4.2673], [-4.2066, -0.1774, 0.4448], [-4.3429, -1.5949, 0.6435], [-4.8792, 0.4135, -0.6906], [-2.6344, 0.1487, 0.4634], [-2.1878, 1.4149, 0.5568], [-2.9662, 2.5063, 0.7092], [-2.3352, 3.6674, 0.7837], [-0.9593, 3.8162, 0.7070], [-0.2387, 2.6393, 0.5467], [-0.8314, 1.4686, 0.4830], [-6.9413, 3.3111, 5.1116], [-5.9528, 2.3964, 6.0718], [-7.2823, 2.8386, 2.7617], [-6.2602, 1.7775, 0.7533], [-3.6006, -0.4285, 3.2621], [-4.5850, 0.6176, 5.2456], [-2.9690, 4.5430, 0.9064], [-0.4831, 4.7841, 0.7617], [0.8447, 2.6330, 0.4626], [0.4907, -3.8085, -0.2911], [-0.5686, -2.8641, -0.5997], [-1.4567, -3.5902, -1.4654], [-0.9606, -4.8315, -1.6509], [-1.4605, -5.8619, -2.4169], [-0.7324, -7.0555, -2.4429], [0.4490, -7.1924, -1.7241], [0.9495, -6.1396, -0.9515], [0.2256, -4.9675, -0.9325], [-2.3793, -5.7371, -2.9749], [-1.0946, -7.8868, -3.0362], [0.9932, -8.1286, -1.7644], [1.8704, -6.2303, -0.3897]], "atomic_forces_ev_per_a": [[-0.0351, -0.2907, 0.0351], [0.0222, 0.0332, 0.0376], [-0.0171, -0.0294, -0.0580], [0.0315, -0.0373, 0.0303], [-0.0295, 0.0279, 0.0095], [0.0135, -0.0084, -0.0307], [-0.0208, 0.0175, -0.0099], [-0.0298, -0.0113, 0.0017], [0.0114, 0.0232, 0.0540], [0.0545, -0.1010, -0.1611], [0.0080, 0.0365, 0.0176], [0.0004, 0.0004, -0.0424], [0.0036, -0.0325, 0.0472], [-0.0231, 0.0015, -0.0380], [0.1528, 0.0421, -0.0172], [-0.1058, -0.0265, 0.0253], [0.0326, -0.0553, -0.0640], [-0.0376, 0.1134, 0.1060], [-0.0162, 0.2226, 0.0328], [0.0677, -0.0860, 0.0378], [-0.0600, -0.0927, -0.0266], [0.0227, 0.0518, -0.0458], [0.0781, -0.0038, -0.0052], [-0.0230, 0.0078, 0.0507], [-0.0280, -0.0389, 0.0153], [-0.0456, 0.0685, 0.0080], [0.0348, -0.0179, -0.0219], [-0.0642, 0.0000, 0.0012], [-0.0255, -0.0335, 0.0357], [0.0038, 0.0011, -0.0177], [-0.0233, -0.0018, -0.0089], [0.0110, -0.0128, -0.0073], [-0.0041, 0.0019, -0.0041], [-0.0051, 0.0098, -0.0025], [-0.0033, 0.0001, -0.0009], [-0.0040, 0.0086, -0.0001], [0.0144, 0.0071, -0.0092], [0.0268, 0.0057, -0.0115], [-0.0084, 0.0005, -0.0002], [-0.0105, -0.0034, -0.0032], [-0.0121, -0.0003, 0.0026], [-0.0022, 0.0225, -0.0436], [0.0162, -0.0075, -0.0123], [-0.0104, -0.0140, -0.0049], [0.0115, -0.0106, 0.0119], [0.0026, 0.0063, 0.0043], [-0.0013, -0.0055, 0.0068], [0.0044, 0.0093, 0.0042], [0.0223, -0.0036, -0.0177], [-0.0095, 0.0179, -0.0195], [-0.0115, -0.0087, 0.0121], [0.0293, 0.0340, 0.0361], [-0.0159, -0.0075, -0.0306], [-0.0088, 0.0022, 0.0352], [0.0060, -0.0904, 0.0745], [-0.0536, -0.0446, 0.0082], [0.0410, -0.0088, -0.0985], [0.0694, 0.0830, -0.0133], [-0.0159, -0.0954, 0.0213], [-0.0067, 0.0106, -0.0224], [-0.0193, 0.1900, 0.1130], [0.0165, -0.0707, 0.0142], [0.0321, -0.0048, -0.0137], [-0.0216, -0.0066, -0.0058], [0.0327, 0.0119, -0.0058], [-0.0540, -0.0315, -0.0052], [-0.0161, 0.1017, 0.0269], [0.0034, -0.0019, 0.0012], [-0.0017, 0.0042, -0.0019], [0.0001, -0.0007, 0.0071], [0.0067, 0.0138, -0.0301], [-0.0438, 0.0279, -0.0583], [0.0051, 0.0087, 0.0532], [-0.0314, -0.0094, 0.0051], [0.0103, -0.0073, -0.0034], [0.0215, -0.0017, 0.0063], [-0.0366, 0.0570, 0.0582], [0.0957, -0.0384, -0.0841], [-0.0358, 0.1130, 0.0579], [0.0402, -0.0307, -0.0229], [-0.0159, 0.0020, 0.0002], [0.0238, 0.0060, 0.0130], [-0.0303, 0.0127, -0.0122], [0.0157, -0.0146, 0.0053], [-0.0177, -0.0031, -0.0261], [-0.0023, -0.0069, -0.0025], [-0.0045, -0.0026, -0.0029], [0.0016, -0.0032, 0.0005], [0.0011, -0.0021, -0.0012]], "lowdin_spin": [3.716, 0.001, 0.003, 0.000, 0.003, 0.000, 0.003, 0.000, 0.005, 0.045, 0.007, 0.009, 0.000, 0.002, -0.004, 0.002, -0.001, 0.032, 0.004, 0.004, 0.039, 0.002, 0.002, 0.000, 0.000, 0.003, 0.000, 0.002, 0.004, 0.000, 0.000, 0.000, 0.000, 0.000, 0.000, 0.000, 0.000, 0.000, 0.001, 0.000, 0.001, 0.000, 0.000, 0.000, 0.000, 0.000, 0.000, 0.000, 0.000, 0.003, 0.000, 0.000, 0.000, 0.000, 0.001, 0.000, 0.000, 0.004, 0.000, 0.002, 0.028, 0.004, 0.001, 0.001, 0.001, 0.003, 0.024, 0.000, 0.000, 0.000, 0.000, 0.000, 0.000, 0.000, 0.000, 0.000, 0.002, 0.026, 0.008, 0.002, 0.000, 0.000, 0.000, 0.000, 0.001, 0.000, 0.000, 0.000, 0.000]}


{"formula": "C7H9ClS", "method": "ωB97M-V/def2-TZVPD", "energy_ha": -1130.4530, "homo_ev": -8.73, "e_lumo_ev": 0.8, "orbital_gap_ev": 9.498, "fmax_ha_per_bohr": 0.09336, "elements": ["C", "C", "C", "C", "S", "C", "C", "C", "Cl", "H", "H", "H", "H", "H", "H", "H", "H", "H"], "positions_angstrom": [[0.6995, -1.3944, 0.8592], [0.4549, -0.6117, -0.3339], [1.5212, 0.4433, -0.6920], [-1.0917, 0.2236, -0.2536], [-1.0291, 1.8883, -0.4224], [-2.7626, 1.9865, -0.0782], [-3.2878, 0.7466, 0.1218], [-2.3384, -0.2442, 0.0270], [-2.7725, -1.8802, 0.4770], [0.9043, -0.7638, 1.6735], [1.6331, -2.0631, 0.8998], [-0.2061, -1.9771, 1.0907], [0.2561, -1.2618, -1.2285], [2.5210, 0.1544, -0.7205], [1.3899, 1.1282, 0.1898], [1.2503, 0.8810, -1.6006], [-3.3350, 2.9362, -0.1279], [-4.3935, 0.4177, 0.0670]], "atomic_forces_ev_per_a": [[0.6600, -2.4386, 1.3394], [-2.6123, 1.3022, -3.4410], [-2.4945, 0.1183, 2.9358], [3.8909, -2.7997, 0.2652], [-2.0736, 0.8908, 0.4772], [-0.0734, 1.0117, -0.3622], [-3.0238, 0.5324, -0.8784], [1.4179, -1.3443, 0.4041], [0.2774, 0.2079, -0.4184], [-0.0754, 1.1356, 1.3739], [-1.3834, 0.6810, -0.8301], [0.6449, -0.0704, 0.1397], [0.3108, 0.3406, 0.7742], [1.5774, -1.0455, 0.0002], [0.6466, 0.1050, -1.0868], [-0.2541, 1.0793, -1.3261], [0.7308, -0.8273, -0.0300], [1.8336, 1.1211, 0.6632]], "nbo_charge": [-0.638, -0.158, -0.622, -0.240, 0.466, -0.402, -0.273, -0.111, -0.008, 0.206, 0.218, 0.232, 0.209, 0.221, 0.203, 0.214, 0.243, 0.243]}


The records above give, respectively, energy above the lowest of the compared OMol25 structures with the same formula, charge and spin values of 4.147; 3.553; 0.091; 0.686 eV.